This record from the OMol25 dataset describes a molecular structure, C37H54Cl2F5N3O2RbSbSi3. The level of theory is the ωB97M-V functional and the def2-TZVPD basis.

Each line ends with the Mulliken charge.
Geometry (Å):
1 Rb -2.593757 -0.500740 -0.007790  0.9200
2 O -1.404732 -1.394370 -2.632565  -0.1850
3 C -2.356304 -0.704121 -3.409711  -0.1066
4 C -1.609517 0.321099 -4.252197  -1.2259
5 C -0.847408 1.357517 -3.413840  0.1371
6 C -1.754791 2.329811 -2.710681  0.2195
7 C -2.326603 3.399354 -3.396285  -0.8273
8 C -3.179265 4.254032 -2.719429  -0.7604
9 C -3.438888 4.020925 -1.378434  -1.0364
10 C -2.819431 2.940438 -0.769799  0.0652
11 N -1.994643 2.117393 -1.416424  1.0586
12 H -1.853864 -2.100181 -2.107477  0.0097
13 H -3.109581 -0.205973 -2.783149  0.0717
14 H -2.897065 -1.390084 -4.073691  0.4158
15 H -2.316193 0.825766 -4.919611  0.3944
16 H -0.890040 -0.218544 -4.875397  0.4415
17 H -0.164627 1.914482 -4.063018  0.5045
18 H -0.254354 0.832363 -2.663302  -0.5130
19 H -2.100738 3.551888 -4.445408  0.5018
20 H -3.638300 5.089932 -3.234680  0.3790
21 H -4.112012 4.649439 -0.812332  0.4745
22 H -2.979711 2.726809 0.281948  0.0969
23 C -2.201603 -2.699934 2.702302  -1.1179
24 N -1.481395 -1.446004 2.608740  1.5353
25 C -0.070943 -1.631022 2.871057  -0.6209
26 C -2.064301 -0.434781 3.475296  -2.0671
27 C -1.720813 1.014685 3.141621  1.2665
28 C -2.482517 1.956601 3.841272  -0.5681
29 C -2.327983 3.314547 3.608986  -0.8283
30 C -1.418009 3.717466 2.639684  -0.7797
31 C -0.687037 2.752913 1.952421  -1.1048
32 C -0.760748 1.362748 2.166146  0.7409
33 H -2.200658 -3.129618 3.722218  0.2980
34 H -1.756786 -3.429724 2.023058  0.1382
35 H -3.240994 -2.547188 2.405431  0.3418
36 H 0.115210 -1.927090 3.923018  0.2253
37 H 0.433004 -0.689110 2.653065  -0.5752
38 H 0.315450 -2.416170 2.220485  0.0664
39 H -1.794989 -0.650800 4.530217  0.3328
40 H -3.151993 -0.542334 3.412793  0.4458
41 H -3.229463 1.622064 4.559884  0.3353
42 H -2.927409 4.042297 4.145617  0.3088
43 H -1.299101 4.775065 2.412124  0.3992
44 H -0.024913 3.127986 1.170779  0.1539
45 Cl -4.773130 -5.381775 -1.554796  -0.2770
46 C -3.102866 -5.477761 -1.071719  0.5740
47 C -2.551836 -6.736623 -0.848451  -0.5911
48 C -1.239720 -6.871865 -0.481461  0.8066
49 Cl -0.585393 -8.481265 -0.220610  -0.3298
50 C -0.415863 -5.736654 -0.322992  -0.1007
51 C 0.948920 -5.787740 0.042639  -1.1523
52 C 1.661663 -4.628639 0.159293  -1.0516
53 C 1.005612 -3.406327 -0.083920  -1.2454
54 N -0.254815 -3.319810 -0.416305  0.8175
55 C -0.980364 -4.452958 -0.546217  -0.0830
56 C -2.378997 -4.272474 -0.945454  -0.2500
57 O -2.863078 -3.127617 -1.157439  -0.8298
58 H -3.173911 -7.612945 -0.972610  0.4246
59 H 1.413373 -6.748343 0.222086  0.3500
60 H 2.707923 -4.639703 0.438139  0.4833
61 H 1.542238 -2.466392 0.010290  1.2782
62 C 2.650132 3.753718 1.681666  -1.0628
63 Si 2.655462 3.017535 -0.057887  1.0472
64 C 1.488833 3.982534 -1.187218  -0.9208
65 C 4.399726 3.330455 -0.729436  -1.1914
66 Sb 1.863304 0.583649 -0.024965  -0.5089
67 Si 3.511391 -0.126825 -1.896290  0.7871
68 C 5.389811 -0.084713 -1.681368  -1.2868
69 C 3.089430 0.936696 -3.399217  -0.9489
70 C 3.097793 -1.899368 -2.376935  -1.0269
71 Si 3.390260 -0.003459 1.951119  1.0969
72 C 3.624099 -1.875885 1.973832  -1.1620
73 C 2.645308 0.556266 3.589553  -0.9602
74 C 5.120913 0.755344 1.860871  -1.1708
75 H 2.419015 4.821647 1.634379  0.5383
76 H 3.628491 3.640794 2.158866  0.2707
77 H 1.900350 3.283925 2.318281  0.0762
78 H 1.509251 5.045325 -0.926576  0.4394
79 H 0.457205 3.635232 -1.112356  -0.0431
80 H 1.796872 3.882241 -2.232714  0.2839
81 H 4.612712 4.404069 -0.725652  0.4090
82 H 4.520732 2.966732 -1.752018  0.2586
83 H 5.150949 2.834853 -0.107335  0.2348
84 H 5.757322 0.908718 -1.416641  0.3226
85 H 5.869956 -0.392080 -2.616022  0.4525
86 H 5.706046 -0.781715 -0.901574  0.3037
87 H 3.152109 2.005304 -3.182344  0.2172
88 H 2.069232 0.726336 -3.726354  0.1198
89 H 3.769162 0.712267 -4.227508  0.4776
90 H 3.398184 -2.602183 -1.595210  0.1125
91 H 3.614820 -2.182393 -3.299644  0.5237
92 H 2.023673 -2.020021 -2.535363  0.1764
93 H 2.663227 -2.374563 2.120163  0.2034
94 H 4.291158 -2.186600 2.783578  0.5160
95 H 4.044722 -2.232612 1.028809  0.1832
96 H 2.389465 -0.310464 4.202864  0.4343
97 H 1.725381 1.129741 3.443684  0.0050
98 H 3.356586 1.178407 4.139583  0.4495
99 H 5.638828 0.497773 0.935603  0.1904
100 H 5.713739 0.384574 2.704057  0.4187
101 H 5.080970 1.845041 1.935497  0.2047
102 F -5.087964 0.473044 -0.917974  -0.1620
103 C -5.933464 0.080854 0.177687  -1.1264
104 F -4.979314 0.048651 1.255862  -0.0975
105 C -6.671932 1.378102 0.456028  0.9499
106 F -5.908074 2.509433 0.623699  -0.2361
107 F -7.523391 1.672553 -0.564737  -0.2942
108 F -7.422381 1.280161 1.584254  -0.2895

Forces on the atoms, in the same order (eV/Å):
0.4 0.0 0.2
0.0 0.0 0.0
0.1 0.0 -0.1
0.0 0.0 0.0
0.0 0.0 0.0
0.0 0.0 0.0
0.0 0.0 0.0
0.0 0.0 0.0
0.0 0.0 0.0
0.0 0.0 0.0
0.0 0.0 0.0
0.0 0.0 0.0
0.0 0.0 -0.1
0.0 0.0 0.0
0.0 0.0 0.0
0.0 0.0 0.0
0.0 0.0 0.0
0.0 0.0 0.0
0.0 0.0 0.0
0.0 0.0 0.0
0.0 0.0 0.0
0.0 0.0 0.0
-0.1 0.0 0.0
0.0 -0.2 0.1
0.0 0.0 0.0
0.0 0.0 0.0
0.0 0.0 0.0
0.0 0.0 0.0
0.0 0.0 0.0
0.0 0.0 0.0
0.0 0.0 0.0
-0.1 0.1 0.0
0.0 0.0 0.0
0.0 0.0 0.0
0.0 -0.1 0.0
0.0 0.0 0.0
0.0 0.0 0.0
0.0 0.0 0.0
0.0 0.0 0.0
0.0 0.0 0.0
0.0 0.0 0.0
0.0 0.0 0.0
0.0 0.0 0.0
0.0 0.0 -0.1
0.0 0.0 0.0
0.0 0.1 0.0
0.1 0.0 0.0
-0.1 0.0 0.0
0.0 0.0 0.0
0.0 0.0 0.0
0.0 0.0 0.0
-0.1 0.0 0.0
0.0 0.0 0.0
0.0 0.0 0.0
0.0 -0.1 0.0
-0.1 0.0 0.0
0.0 -0.1 -0.1
0.0 0.0 0.0
0.0 0.0 0.0
0.0 0.0 0.0
0.0 0.0 0.0
0.0 -0.1 0.0
0.0 0.2 0.0
0.0 0.0 0.0
0.1 -0.2 0.0
0.0 -0.1 0.0
-0.1 0.0 0.0
0.0 0.1 0.1
0.0 0.0 0.0
0.0 0.0 0.0
0.1 0.0 0.0
0.0 0.0 0.0
-0.1 0.1 0.0
0.0 0.0 0.0
0.0 0.0 0.0
0.0 0.0 0.0
0.0 0.0 0.0
0.0 0.0 0.0
0.0 0.0 0.1
0.0 0.0 0.0
0.0 0.0 0.0
0.0 0.0 0.0
0.0 0.1 -0.1
0.0 0.0 0.0
0.0 0.0 0.0
0.0 0.0 0.0
0.0 0.0 0.0
0.0 0.0 0.0
0.0 0.0 0.0
0.0 0.0 0.0
0.0 0.0 0.0
0.0 0.0 0.0
0.0 0.0 0.0
0.0 0.0 0.0
0.0 0.0 0.0
0.0 0.0 0.0
0.0 -0.1 0.0
0.0 0.0 0.0
0.0 0.0 0.1
0.0 0.0 0.0
0.0 -0.1 0.0
0.0 0.0 -0.1
-0.2 0.0 0.0
-0.1 0.1 0.1
0.0 0.2 0.0
-0.2 -0.2 0.0
0.2 0.0 0.3
0.1 0.1 -0.3

total charge: -2
relative energy (zero: lowest compared OMol25 entry of this formula, charge and spin): 2.0 kcal per mole
HOMO: -1.4718 eV
calculated total energy: -117272.79879 eV
gap between HOMO and LUMO: 5.255 eV